[1]
The following is a DFT calculation (ωB97M-V/def2-TZVPD) of a molecular structure, C6H6.

```
! wB97M-V def2-TZVPD RIJCOSX def2/J DEFGRID3
* xyz 0 1
C -1.60253 -0.96827 -0.50898
C -1.78932 -0.28052 0.74098
C -0.30280 -0.68061 -0.26830
C -0.77265 0.57049 0.18246
C 1.30449 -1.82699 0.15694
C -0.41920 1.91562 -0.16822
H 2.09536 -1.57107 -0.58628
H 0.97540 -2.84297 -0.11461
H 1.52803 -1.47568 1.22107
H 0.61335 2.03975 -0.64016
H -0.40116 2.64462 0.62075
H -1.22897 2.47562 -0.63567
*
```

Properties
- Frontier orbital gap: 9.0 eV
- E_LUMO: 0.6 eV
- Energy relative to the best compared isomer or geometry (same formula, charge and spin): 198.76 kcal per mole
- Energy: -231.909579 hartree
- E_HOMO: -8.46 eV

=====

[2]
The following is a DFT calculation (ωB97M-V/def2-TZVPD) of C6H6 in the gas phase.

```
! wB97M-V def2-TZVPD RIJCOSX def2/J DEFGRID3
* xyz 0 1
C -1.46019 0.92265 -0.30123
C -1.39390 -0.52669 0.03467
C -0.28005 -1.24194 0.29574
C 1.02289 -0.69359 0.21983
C 2.18395 -0.24581 0.15840
C 3.47952 0.10024 0.17386
H -1.99630 1.45295 0.49608
H -0.46092 1.35114 -0.40179
H -2.02802 1.08557 -1.22444
H -2.34570 -1.05477 0.10088
H -0.40114 -2.28516 0.58559
H 3.67988 1.13539 -0.13761
*
```

Properties
- Frontier orbital gap (alpha / beta): 6.7 / 6.7 eV
- E_LUMO (alpha / beta): -1.3 / -1.3 eV
- Energy relative to the best compared isomer or geometry (same formula, charge and spin): 126.34 kcal per mole
- Energy: -232.024995 hartree
- E_HOMO (alpha / beta): -7.95 / -7.97 eV

=====

[3]
The following is a DFT calculation (ωB97M-V/def2-TZVPD) of 24 unconnected molecules or ions with the total composition C6H60O23.

```
! wB97M-V def2-TZVPD RIJCOSX def2/J DEFGRID3
* xyz 0 1
C -6.03452 6.33338 18.32141
C -6.33514 5.48236 17.05789
C -6.94223 6.31595 15.92599
C -7.24758 5.52797 14.64406
C -8.14839 4.26386 14.87428
C -9.46631 4.57538 15.61027
H -5.59646 5.70439 19.08289
H -6.96159 6.75772 18.74910
H -5.38681 7.16542 18.07185
H -5.38606 5.05944 16.72602
H -7.09536 4.68960 17.19548
H -6.26091 7.13316 15.64961
H -7.91214 6.68469 16.18624
H -7.68649 6.24268 13.92420
H -6.30878 5.16990 14.16012
H -8.48683 3.84899 13.92237
H -7.59718 3.51043 15.39298
H -10.02461 3.67083 15.83869
H -9.27231 5.01747 16.58599
H -10.04895 5.30600 15.06526
O -2.08554 2.29235 16.01356
H -1.78157 1.50528 16.44955
H -3.04136 2.13538 15.83553
O -7.80693 0.80742 20.80779
H -7.62127 0.91627 19.87131
H -7.60544 1.70852 21.13315
O -9.59479 3.79941 19.67208
H -9.50948 3.65903 18.72985
H -9.75090 2.95362 20.05560
O -8.45925 -0.34870 15.68374
H -7.76838 0.02519 15.09177
H -9.31514 -0.14984 15.29637
O -7.71680 1.45062 17.95861
H -8.06905 0.68729 17.44736
H -6.87795 1.71407 17.53305
O -4.01573 -0.11384 17.58142
H -4.30731 0.70739 17.19962
H -3.31650 0.00698 18.23811
O -5.32677 2.16117 16.62340
H -5.23839 2.81576 15.92754
H -5.02906 2.62089 17.45152
O -7.28499 -2.86097 16.46211
H -7.86146 -3.59632 16.59890
H -7.85439 -2.08248 16.48781
O -4.52373 2.90570 18.99388
H -3.82793 3.55009 19.13459
H -4.34079 2.25527 19.69436
O -2.72288 6.33713 16.73564
H -3.62184 6.51193 17.01463
H -2.54957 6.99320 16.04315
O -5.71157 -1.85330 19.05038
H -5.23921 -1.33264 18.40078
H -6.31502 -2.43584 18.59030
O -4.69821 1.30717 21.42160
H -5.11012 0.41889 21.55330
H -4.88336 1.79625 22.23591
O -6.00390 -0.96666 21.97431
H -5.78118 -1.56723 21.23869
H -6.79663 -0.46094 21.64576
O -2.00955 1.86915 21.40191
H -1.64502 1.59316 22.25940
H -2.93115 1.47755 21.38869
O -4.70605 -1.83312 15.21215
H -5.51912 -2.32006 15.40311
H -4.36115 -1.48468 16.03759
O -4.14366 -1.04384 12.74104
H -3.27175 -0.65534 12.66476
H -4.18640 -1.59531 13.51384
O -6.72340 3.39094 20.80545
H -7.33252 3.91747 20.27429
H -5.93067 3.25473 20.25490
O -6.29812 0.60033 13.60348
H -6.62216 0.73561 12.70700
H -5.43599 0.13735 13.42915
O -2.20732 3.41587 13.21578
H -1.91523 4.32231 13.25856
H -1.69652 3.04644 13.95295
O -1.64159 1.01445 18.86648
H -1.69863 0.91821 19.84028
H -0.72394 0.83600 18.68818
O -0.41014 4.35248 17.02320
H -1.17726 3.76758 16.89757
H -0.83022 5.16640 17.25646
O -2.48059 4.47668 20.03447
H -2.15206 3.67775 20.43269
H -2.75159 5.04783 20.76574
O -4.91476 3.26679 14.22250
H -4.03258 3.32245 13.82376
H -5.26772 2.33992 14.06828
*
```

Properties
- Frontier orbital gap: 10.5 eV
- E_LUMO: 0.1 eV
- Energy: -1995.238994 hartree
- E_HOMO: -10.39 eV

=====

[4]
The following is a DFT calculation (ωB97M-V/def2-TZVPD) of a molecular structure, C6H62NO25.

```
! wB97M-V def2-TZVPD RIJCOSX def2/J DEFGRID3
* xyz 1 1
C -3.01619 -4.93057 -1.10136
O -2.74994 -3.60414 -1.25916
C -1.59089 -2.98393 -0.62248
C -1.18502 -1.63272 -1.13941
N -0.37132 -0.89671 -0.12947
H -1.00317 -0.99423 0.81175
H 0.44676 -1.58415 0.07631
C -0.17187 0.53499 -0.45383
C 0.81392 1.15579 0.56250
O 0.74774 2.55931 0.28938
C 1.86311 3.40114 0.66023
H -2.08243 -5.46873 -1.04322
H -3.79439 -5.25564 -1.86921
H -3.38446 -5.15069 -0.10315
H -0.82594 -3.77325 -0.49063
H -1.92892 -2.97957 0.32867
H -2.04539 -1.14541 -1.43662
H -0.75276 -1.71777 -2.03694
H -1.03682 1.18853 -0.53223
H -0.00904 0.60441 -1.46465
H 1.72690 0.61125 0.35090
H 0.64278 0.99601 1.57671
H 1.85120 4.43691 0.31594
H 2.67423 3.03870 0.11819
H 2.04439 3.49248 1.79293
O -0.97571 0.92485 3.96192
H -0.61159 0.40935 4.79941
H -0.57001 1.81729 3.96001
O 1.56321 0.64172 -3.42532
H 1.97304 1.50677 -3.49624
H 2.28854 0.16280 -3.84344
O 4.00896 -1.60619 1.21945
H 4.68759 -1.48596 1.87948
H 4.19194 -0.85968 0.58680
O -0.35586 -7.24793 -2.98641
H -0.35362 -7.44071 -2.00397
H -1.07805 -6.64805 -3.17795
O 3.84524 4.75131 2.17825
H 4.54617 5.09750 2.68221
H 3.15972 5.13386 2.88869
O 0.23202 6.80868 1.52981
H 0.69343 6.70718 0.74951
H -0.46623 6.16022 1.44614
O -1.54439 -1.18792 2.17015
H -0.68562 -1.37740 2.42566
H -1.85649 -0.53621 2.74804
O 2.01644 5.42603 -2.99442
H 2.02294 5.81539 -3.84950
H 2.00135 5.92510 -2.28076
O 1.42195 -1.70625 2.40133
H 1.94431 -1.87619 3.16380
H 2.15050 -1.49882 1.89993
O 3.83377 6.99990 0.33800
H 4.34394 6.83272 -0.45189
H 3.69726 6.11149 0.58752
O 0.93895 -2.50349 -0.60322
H 1.72354 -2.51796 -1.16996
H 1.32476 -3.08454 0.20000
O -3.08635 -8.54675 -0.33498
H -2.11258 -8.30450 -0.34187
H -3.63946 -8.55514 -1.17351
O -3.16736 -3.00413 3.51219
H -4.03176 -2.66725 3.57687
H -2.60647 -2.37208 3.17289
O -3.81376 0.97327 -1.83415
H -4.55895 0.85502 -2.42178
H -3.07257 1.24793 -2.48219
O -1.12380 4.78403 0.58728
H -0.70091 3.95433 0.22249
H -1.56234 4.54535 1.40204
O 1.11372 2.79265 3.59223
H 1.43896 2.67136 4.43141
H 1.02235 3.66642 3.37974
O -3.89273 -0.30514 0.57271
H -4.40002 -1.07298 0.80843
H -4.05882 0.03992 -0.35284
O -4.98557 -2.42731 -2.43785
H -4.45670 -3.00088 -2.04481
H -4.84242 -2.35146 -3.26986
O 3.27466 2.00169 2.09874
H 3.50037 2.77880 2.33424
H 2.50324 1.76979 2.60020
O -0.99476 -7.76666 -0.68115
H -0.11334 -7.16708 -0.47690
H -0.59658 -8.51515 -0.31083
O -1.21847 -2.21591 -5.16084
H -1.75075 -2.02292 -5.88765
H -0.81024 -1.42710 -4.74739
O 3.69943 0.18210 -0.80904
H 3.85860 1.01590 -0.52929
H 3.36245 0.34168 -1.58207
O 1.36949 7.30662 -0.92183
H 1.13598 8.16689 -0.43418
H 2.34297 7.07179 -0.79067
*
```

Properties
- Frontier orbital gap: 9.2 eV
- E_LUMO: -2.7 eV
- Energy relative to the best compared isomer or geometry (same formula, charge and spin): 118.99 kcal per mole
- Energy: -2200.884788 hartree
- E_HOMO: -11.90 eV

=====

[5]
The following is a DFT calculation (ωB97M-V/def2-TZVPD) of a molecular structure, C6H6AsF6O2Sn.

```
! wB97M-V def2-TZVPD RIJCOSX def2/J DEFGRID3
* xyz 1 1
Sn -1.90608 2.93524 2.41448
As -0.08980 3.39171 -1.68139
F -0.74200 4.95439 -1.21062
F 0.59322 4.17783 -3.06257
F 0.58978 1.82547 -2.02758
F -0.83202 2.69378 -0.20284
F -1.53983 2.99263 -2.57745
F 1.35374 3.71961 -0.66889
C -0.37278 -3.17567 0.65258
C -1.06602 -2.12609 1.21514
C -0.49540 -0.85911 1.31215
C 0.81101 -0.71140 0.80040
C 1.48970 -1.72520 0.17968
C 0.91500 -3.02365 0.17678
O 1.57815 -4.07794 -0.29998
O -1.20588 0.24731 1.69737
H -0.93287 -4.09173 0.52577
H -2.09264 -2.26813 1.53170
H 1.25470 0.27694 0.78583
H 2.50557 -1.50378 -0.11707
H 2.31315 -3.80393 -0.86230
H -2.12868 0.15172 1.41882
*
```

Properties
- Frontier orbital gap: 3.0 eV
- E_LUMO: -8.9 eV
- Energy relative to the best compared isomer or geometry (same formula, charge and spin): 9.07 kcal per mole
- Energy: -3431.667628 hartree
- E_HOMO: -11.88 eV

=====

[6]
The following is a DFT calculation (ωB97M-V/def2-TZVPD) of a molecular structure, C6H6CdO2.

```
! wB97M-V def2-TZVPD RIJCOSX def2/J DEFGRID3
* xyz 2 1
O 0.76971 1.22749 -0.87062
C -0.43173 1.07711 -0.63820
C -1.00634 0.14072 0.34282
C -2.28579 0.39479 0.70374
Cd 2.31224 0.95576 0.28827
H -1.07890 1.91914 -0.93991
H -2.83337 -0.26468 1.37716
H -2.85426 1.20227 0.23877
C 0.15200 -0.67348 1.39564
O 1.34474 -0.48559 1.24111
C -0.75318 -2.72822 -0.34041
C -0.74714 -1.98609 0.77473
H -0.96359 -3.79652 -0.28360
H -0.93659 -2.30888 -1.33080
H -1.17157 -2.45205 1.67048
*
```

Properties
- Frontier orbital gap (alpha / beta): 5.8 / 5.7 eV
- E_LUMO (alpha / beta): -10.9 / -10.9 eV
- Energy: -549.455860 hartree
- E_HOMO (alpha / beta): -16.74 / -16.62 eV